# C11H14F6NaO15S2

A molecular structure, C11H14F6NaO15S2 at a distorted geometry (ωB97M-V with the def2-TZVPD basis set, the OMol25 dataset).

Geometry (Å):
1 Na 0.08254 0.62526 0.13390
2 C -1.89661 2.46147 -2.91022
3 F -1.67967 2.04062 -1.66808
4 F -1.00738 3.39163 -3.17048
5 F -1.76699 1.47785 -3.88159
6 S -3.68818 3.29824 -3.10525
7 O -4.59667 2.18845 -2.73422
8 O -3.78178 4.40478 -2.14392
9 O -3.85249 3.70198 -4.50049
10 C 3.64883 1.05658 -3.22710
11 F 4.43971 1.92087 -2.56812
12 F 3.89851 1.07185 -4.56963
13 F 3.94308 -0.19414 -2.70843
14 S 1.85386 1.44252 -2.78299
15 O 1.65533 0.89270 -1.45059
16 O 1.76169 2.90923 -2.86043
17 O 1.10047 0.65374 -3.73833
18 C 1.36469 -3.88449 -2.59336
19 C -0.03579 -4.22123 -2.99478
20 O -0.83069 -3.30791 -2.25781
21 C -0.03184 -2.45196 -1.55095
22 O -0.47286 -1.58285 -0.77545
23 O 1.23585 -2.64138 -1.85298
24 H 2.20922 -4.00641 -3.27159
25 H 1.60070 -4.68191 -1.88872
26 H -0.15273 -5.22271 -2.58073
27 H -0.26974 -4.25383 -4.05887
28 C -1.76777 3.68072 4.77428
29 C -1.08736 2.28096 4.93657
30 O -0.84467 1.81772 3.64816
31 C -0.84814 2.91212 2.80991
32 O -0.54948 2.86391 1.61337
33 O -1.36273 4.01431 3.47686
34 H -1.43381 4.27979 5.62145
35 H -2.80791 3.40559 4.94901
36 H -1.85519 1.57441 5.25176
37 H -0.24633 2.35292 5.62621
38 C 2.69271 -2.60363 1.29612
39 O 1.66575 -2.83706 2.26910
40 C 0.55965 -2.12993 2.22639
41 O 0.48606 -1.02813 1.74223
42 O -0.38345 -2.69056 3.06546
43 C -1.33295 -1.94805 3.74136
44 H 3.41676 -1.80508 1.45789
45 H 2.38791 -2.29172 0.29716
46 H 3.21629 -3.54859 1.15114
47 H -2.23562 -1.68651 3.18921
48 H -0.76174 -1.06790 4.03659
49 H -1.63906 -2.63424 4.53101

Summary:
Frontier orbital gap = 6.270 eV
Net charge = -1
HOMO energy = -4.9 eV
DFT total energy = -84740.153 eV